No. 1
{"formula": "C24H42LaNP3Se", "method": "ωB97M-V/def2-TZVPD", "species": ["La", "P", "P", "P", "H", "C", "C", "H", "C", "C", "C", "C", "C", "C", "C", "C", "C", "H", "H", "H", "H", "H", "H", "H", "H", "H", "H", "H", "H", "H", "H", "H", "H", "H", "H", "H", "H", "H", "H", "H", "H", "H", "H", "H", "H", "H", "C", "C", "C", "C", "C", "C", "Se", "H", "H", "H", "H", "H", "H", "N", "C", "C", "C", "C", "C", "C", "C", "H", "H", "H", "H", "H"], "positions_angstrom": [[0.01367, 0.96667, -0.70624], [-0.84200, -0.93397, 1.79059], [2.22108, 0.86424, 1.23395], [-2.06120, -0.72377, -1.48667], [3.21423, 2.79050, -3.96815], [2.12682, 2.66102, -4.04909], [1.26789, 2.57155, -2.99961], [1.54562, 2.59034, -1.91749], [-0.28067, -2.68457, 1.85071], [-0.38770, -0.38924, 3.49351], [-2.64422, -1.14782, 2.05062], [3.56024, 1.48254, 0.15045], [2.42430, 1.88807, 2.74313], [3.08013, -0.64270, 1.80594], [-1.50611, -0.41379, -3.21064], [-3.72562, 0.08752, -1.43787], [-2.57321, -2.44924, -1.63327], [1.78778, 2.63842, -5.09351], [0.17306, 2.72478, -3.16004], [-0.66265, -3.14551, 2.77461], [0.81697, -2.72188, 1.83404], [-0.67843, -3.21332, 0.97466], [-0.62598, -1.20576, 4.18962], [-0.96884, 0.49721, 3.78389], [0.68230, -0.16036, 3.56421], [-2.79374, -1.95550, 2.77359], [-3.15037, -1.40214, 1.11483], [-3.07825, -0.23074, 2.46110], [4.42677, 1.59691, 0.80868], [3.31156, 2.45772, -0.28113], [3.79011, 0.76115, -0.64560], [3.43236, 1.69890, 3.13509], [1.68135, 1.62151, 3.50384], [2.30547, 2.94714, 2.48269], [4.08151, -0.30968, 2.09666], [3.14307, -1.37495, 0.99302], [2.57882, -1.10007, 2.66438], [-2.12292, -1.13775, -3.74961], [-0.43085, -0.62964, -3.33159], [-1.76671, 0.58989, -3.57092], [-4.24877, -0.33323, -2.30749], [-3.67140, 1.18352, -1.54757], [-4.28031, -0.14195, -0.51212], [-3.20052, -2.44305, -2.53585], [-3.12374, -2.84622, -0.76263], [-1.71176, -3.09786, -1.83900], [2.90228, -2.09867, -3.41461], [3.03623, -0.74275, -3.79880], [3.88015, -0.41245, -4.88711], [4.14047, -1.37403, -5.88069], [3.85054, -2.74029, -5.61578], [3.32485, -3.05638, -4.33756], [2.64357, -2.77099, -1.48483], [1.94665, -3.97276, -0.89800], [2.47014, 0.07896, -3.33118], [4.23799, 0.62939, -4.91091], [4.54328, -1.02869, -6.85256], [4.13186, -3.49109, -6.35013], [3.32685, -4.07797, -3.99304], [-1.35050, 1.96097, 1.01007], [-1.99991, 2.15592, 1.99143], [-2.88566, 2.22750, 3.11693], [-2.40135, 2.58187, 4.38941], [-3.17722, 2.40419, 5.54810], [-4.50535, 1.92180, 5.47542], [-5.02994, 1.67406, 4.18674], [-4.25224, 1.86773, 3.04011], [-1.38210, 2.97712, 4.42761], [-2.74329, 2.67812, 6.52278], [-5.09448, 1.76450, 6.38906], [-6.07601, 1.35168, 4.08713], [-4.66594, 1.70734, 2.04268]], "forces_ev_per_angstrom": [[0.6225, -0.8276, 0.6286], [0.3098, -0.4865, 0.3635], [1.1769, -0.2276, 0.6108], [-1.4987, -0.1606, -0.0451], [-0.4730, -0.3424, 0.3851], [-0.4826, -0.0385, 0.8530], [-0.2496, 0.3697, -0.5535], [0.7079, 0.5100, -0.9766], [-0.0088, 0.2482, -0.1725], [0.0727, 0.1014, -0.1446], [0.0314, 0.1036, -0.1983], [-0.1278, 0.2461, 0.0219], [-0.3845, 0.3119, -0.2762], [-0.4329, -0.3832, -0.1867], [-0.2434, 0.1166, 0.2405], [0.2708, 0.1910, -0.1262], [0.2475, -0.6475, 0.0463], [-0.2204, 0.1966, 0.5922], [0.7184, -0.3902, -0.1810], [0.1774, 0.0504, -0.3490], [-0.2997, -0.1071, -0.0041], [0.1724, -0.0138, 0.2334], [0.0627, 0.2445, -0.1357], [0.2685, -0.3050, -0.0484], [-0.3358, -0.1559, 0.0781], [-0.0499, 0.0899, -0.0942], [-0.0126, -0.0240, 0.2241], [0.0348, -0.3031, -0.1440], [0.1076, 0.0746, -0.3331], [0.1836, -0.0561, 0.0075], [-0.0260, 0.1467, 0.1717], [-0.2450, 0.1574, -0.0907], [0.2348, 0.1282, -0.1882], [0.0983, -0.1678, 0.2176], [-0.1087, -0.2158, 0.0085], [0.0983, 0.1277, 0.2110], [0.1241, 0.0812, -0.1074], [0.4632, 0.1875, -0.5579], [-0.3145, -0.0666, -0.2889], [0.1664, -0.1564, 0.0110], [-0.1625, 0.2466, 0.2683], [-0.0027, -0.3820, 0.0070], [0.3266, -0.0290, -0.4185], [-0.0981, -0.3009, 0.3871], [0.2171, 0.3029, -0.4241], [-0.1595, 0.1224, 0.1178], [-0.0401, -0.8277, -1.3011], [0.1182, -0.3465, 0.9688], [-1.1919, -0.3234, 0.1090], [0.1200, -0.1869, 0.3029], [-0.1406, 1.6434, 0.8501], [0.6101, -0.3624, -0.3240], [0.5166, 2.2690, 0.5013], [-0.3429, 0.1258, -1.6321], [0.7849, -0.4048, 0.3753], [-0.4717, -0.5373, -0.6330], [0.0585, -0.5049, 0.8210], [-0.2299, -0.0080, 0.3159], [-0.0900, -0.2799, -0.3284], [-2.2829, 1.2924, 3.5172], [0.6900, -0.3826, -2.5863], [-0.4135, 0.3646, 0.8161], [0.4542, -0.1475, 0.3971], [-0.0302, 0.2550, -0.0859], [0.9556, 0.1892, -0.8848], [-0.0365, 0.2557, 0.0959], [-0.1239, -0.4794, -0.4848], [-0.3241, -0.1763, 0.4005], [-0.2524, -0.1793, -0.6103], [0.2643, 0.0875, -0.5566], [0.5797, 0.2025, -0.0641], [-0.1382, -0.1056, 0.3795]], "total_energy_ev": -121104.4842, "fmax_ev_per_a": 4.388, "charge": 3, "gap_ev": 6.1, "e_homo_ev": -15.73}

No. 2
{"formula": "C2H5NO", "method": "ωB97M-V/def2-TZVPD", "species": ["C", "N", "C", "O", "H", "H", "H", "H", "H"], "positions_angstrom": [[-0.81759, 0.27559, 0.38492], [0.32449, 0.97857, -0.01914], [0.90608, -0.51565, -0.15952], [1.60826, -1.04200, 0.66770], [-0.83250, 0.07258, 1.45315], [-1.78364, 0.45954, -0.09093], [-0.45535, -0.99285, -0.04420], [0.16583, 1.39677, -0.94411], [0.88443, -0.63254, -1.24786]], "forces_ev_per_angstrom": [[-0.3707, -2.2788, -0.2823], [0.8809, -0.9022, -0.0562], [1.9209, 2.4941, -0.2950], [-0.5422, 0.3372, -0.3998], [-0.2186, 0.0875, -0.0516], [0.1518, 0.0331, 0.1449], [-1.9103, 1.4095, 0.5741], [0.3157, -0.4384, 0.3310], [-0.2276, -0.7421, 0.0350]], "total_energy_ev": -5689.3655, "fmax_ev_per_a": 3.162, "charge": 0, "relative_energy_kcal_mol": 89.1, "gap_ev": 10.4, "e_homo_ev": -9.61}

No. 3
{"formula": "C31H39CdN12O4S2", "method": "ωB97M-V/def2-TZVPD", "species": ["Cd", "N", "C", "C", "C", "C", "N", "C", "N", "N", "C", "O", "O", "H", "H", "H", "H", "H", "H", "H", "H", "H", "H", "H", "H", "H", "H", "C", "C", "C", "C", "C", "C", "C", "S", "O", "O", "N", "C", "C", "C", "C", "C", "N", "H", "H", "H", "H", "H", "H", "H", "H", "H", "H", "H", "N", "N", "C", "N", "S", "H", "H", "H", "H", "H", "N", "C", "C", "C", "C", "C", "C", "N", "C", "C", "C", "C", "N", "C", "C", "H", "H", "H", "H", "H", "H", "H", "H", "H"], "positions_angstrom": [[-22.18161, 16.42990, -2.83958], [-21.94695, 17.88184, -0.56302], [-21.01033, 17.05588, 0.22875], [-20.72613, 17.60604, 1.66161], [-21.86326, 18.26932, 2.47283], [-23.20621, 17.54187, 2.40286], [-23.10713, 16.20996, 2.96000], [-22.95077, 15.83796, 4.22047], [-22.39220, 14.61724, 4.53776], [-23.44812, 16.63585, 5.21606], [-21.46770, 15.60715, 0.02266], [-21.70950, 14.86792, 1.01081], [-21.58446, 15.17562, -1.20707], [-21.62919, 18.82221, -0.67191], [-22.93557, 17.84686, -0.27110], [-20.03755, 17.08307, -0.28677], [-19.94398, 18.33822, 1.47815], [-20.26784, 16.77985, 2.24414], [-22.08829, 19.26225, 2.03650], [-21.60377, 18.42958, 3.52441], [-23.50029, 17.41146, 1.40625], [-23.95392, 18.08473, 2.98249], [-22.69407, 15.60168, 2.24306], [-21.79015, 14.17588, 3.83263], [-22.08545, 14.57260, 5.48908], [-23.71449, 17.59262, 5.06680], [-23.25249, 16.42820, 6.19132], [-25.61144, 11.16519, 1.66112], [-25.61110, 12.37274, 0.77230], [-26.82666, 12.85440, 0.25411], [-26.85644, 13.84089, -0.73320], [-25.61821, 14.26503, -1.24071], [-24.38121, 13.76778, -0.79999], [-24.42698, 12.85507, 0.26315], [-25.45417, 15.48084, -2.46839], [-24.75941, 16.60233, -1.82453], [-26.72368, 15.74215, -3.14663], [-24.34022, 14.94029, -3.55535], [-24.36684, 13.78351, -4.24101], [-25.60318, 13.01601, -4.38986], [-25.51024, 11.90861, -5.19932], [-24.29062, 11.40841, -5.61495], [-23.15736, 12.20104, -5.42396], [-23.19428, 13.40342, -4.79400], [-25.76565, 10.30506, 1.03263], [-26.32382, 11.15679, 2.53871], [-24.52916, 11.01034, 2.03524], [-27.71470, 12.39616, 0.60034], [-27.80694, 14.24447, -1.13291], [-23.46032, 14.08540, -1.19934], [-23.51753, 12.46298, 0.71104], [-26.51556, 13.35720, -3.85627], [-26.38782, 11.27848, -5.41798], [-24.18538, 10.40292, -6.10925], [-22.17438, 11.96297, -5.80919], [-21.58508, 15.92077, -4.99352], [-22.22096, 16.80436, -5.91371], [-22.58561, 18.06117, -5.58069], [-23.17364, 18.77517, -6.53889], [-22.34443, 18.79894, -4.08521], [-20.61358, 15.87768, -5.16406], [-22.07113, 14.99669, -4.98798], [-22.18712, 16.49825, -6.87281], [-23.59076, 18.31470, -7.35634], [-23.44133, 19.69597, -6.25252], [-14.47983, 15.31323, -2.22631], [-13.14987, 15.47562, -2.58803], [-11.97672, 14.82106, -2.34143], [-10.86885, 15.25676, -3.07908], [-10.89758, 16.24681, -4.03648], [-12.08772, 16.90079, -4.29289], [-13.25358, 16.46859, -3.67498], [-14.53516, 16.97244, -3.75851], [-15.24506, 16.20644, -2.94170], [-16.67075, 16.34278, -2.81883], [-17.54045, 15.38884, -2.31820], [-18.84883, 15.65226, -2.21923], [-19.42551, 16.85001, -2.54399], [-18.61252, 17.75141, -3.14123], [-17.25905, 17.49978, -3.36678], [-14.79767, 14.68699, -1.50588], [-11.91028, 13.97606, -1.56062], [-9.91827, 14.78698, -2.83205], [-9.97316, 16.52636, -4.55824], [-12.19977, 17.72205, -5.03783], [-17.23539, 14.44017, -1.93636], [-19.52650, 14.92376, -1.77246], [-19.13881, 18.63668, -3.38016], [-16.63701, 18.11003, -3.98386]], "forces_ev_per_angstrom": [[-0.7847, 0.5503, 0.4341], [-0.3083, -0.8043, -0.3133], [-0.5935, 0.6120, -0.2446], [0.0313, -0.9997, 0.1525], [-0.4766, 0.4592, -1.0597], [0.4902, 0.4201, 2.4030], [0.6453, -1.3058, 0.2882], [-0.4192, 0.5348, -0.0823], [-0.4554, 1.4783, -0.7712], [0.8839, -0.9410, 0.2261], [-0.7974, -1.7814, -0.2907], [0.3550, 0.8670, -0.7374], [0.2200, 0.6598, 2.1999], [0.0314, 0.5778, -0.0386], [0.8978, 0.1083, -0.2601], [-0.3842, 0.1215, 0.0434], [0.0937, 0.1932, 0.3932], [-0.1786, 0.4221, -0.2561], [0.3127, -0.2654, 0.2803], [0.2686, -0.0375, -0.2032], [-0.8254, -0.0924, -1.1451], [-0.1911, 0.2386, -0.4403], [0.2934, -0.6365, 0.0782], [-0.4979, 0.3449, 0.4144], [0.1783, -0.4499, 0.2542], [-0.0683, -0.0672, -0.4354], [-0.0413, -0.1287, -0.4776], [1.7381, 0.0075, 1.5893], [-1.3062, -0.0382, -0.5109], [1.0180, 0.5140, -0.3846], [0.2577, -0.1142, -0.0443], [0.2790, -0.5202, 0.2648], [-2.1350, -0.8081, 1.6245], [0.8000, 0.2963, -0.3375], [0.3160, 0.5532, -3.1579], [-0.0585, -0.0805, -0.0857], [0.8458, -0.2065, 1.2975], [0.7781, 1.8163, 1.8947], [-1.7079, -0.9327, 0.0872], [1.2873, 0.7249, -0.0218], [-1.3820, -0.9656, 0.9237], [1.9537, -0.5904, -1.0296], [-0.8207, 0.6151, 0.1841], [-0.5161, -0.4433, -0.2428], [-0.4454, -0.4993, -0.1167], [0.7376, 0.1370, -1.1120], [-1.7185, 0.2489, -0.1855], [-0.9567, -0.1735, 0.3124], [0.7976, -0.2820, 0.2384], [0.8149, 0.3300, -0.4206], [0.1321, 0.1433, -0.3288], [0.7035, -0.2887, -0.8739], [0.2724, 0.5258, 0.2420], [-0.2494, 1.3392, 0.4603], [-0.0597, -0.4020, -0.0195], [-1.9308, 0.5208, -0.2193], [0.6216, -0.6825, 0.7844], [0.1513, -0.2881, 0.0626], [-0.1578, -0.6838, -0.8255], [0.1385, -0.4872, 0.3605], [1.1945, -0.1390, -0.2955], [0.1336, -0.0934, -0.3071], [-0.2635, 0.1685, -0.1094], [0.2924, 0.6107, 0.5934], [-0.3590, 0.2358, -0.2958], [0.2566, -0.0581, 0.2213], [-1.7680, 1.3095, -2.8895], [0.7601, -1.2387, 1.3162], [0.4927, -1.2679, 1.2279], [0.0644, 0.6870, -0.3157], [-0.7148, 0.8405, -1.4060], [0.8555, -0.3292, 2.4685], [-0.2569, -1.4196, 0.3269], [1.6044, 0.4478, -0.3674], [-1.1990, 0.8681, -0.8760], [1.5966, -0.2564, 0.4141], [-2.7308, 1.3866, 0.3092], [1.0738, -0.9675, -0.3838], [-0.0167, -1.7940, 0.6717], [-0.3967, -0.5047, 0.4493], [-0.1615, 0.0756, -0.0652], [0.0480, 1.5210, -1.3814], [-0.1331, 0.0258, -0.2306], [-0.5051, -0.0939, 0.2884], [0.3728, -0.7515, 0.5996], [0.5312, -0.5064, 0.0597], [0.1462, 0.1597, -0.2865], [-0.0146, 1.0208, -0.6314], [0.2191, 0.6991, 0.0733]], "total_energy_ev": -85082.3493, "fmax_ev_per_a": 3.632, "charge": 1, "relative_energy_kcal_mol": 45.5, "gap_ev": 6.9, "e_homo_ev": -9.20}

No. 4
{"formula": "C5H7NO3", "method": "ωB97M-V/def2-TZVPD", "species": ["C", "N", "C", "C", "C", "O", "H", "H", "H", "H", "H", "H", "H", "O", "C", "O"], "positions_angstrom": [[0.83641, -1.76882, -0.76714], [0.36694, -0.56248, -0.14637], [-0.33633, 0.14861, -0.87118], [-1.11914, 1.35871, -0.45802], [-0.64345, 2.08155, 0.79694], [-2.00464, 1.74228, -1.16749], [0.77805, -2.56266, 0.05675], [0.24415, -2.25943, -1.56932], [1.82340, -1.75512, -1.17540], [-0.36331, -0.08137, -1.96056], [0.24571, 1.60511, 1.19344], [-1.40216, 2.00515, 1.56855], [-0.46651, 3.13622, 0.59148], [-2.15523, -2.03472, -0.12772], [-2.42324, -1.00906, 0.32936], [-2.81313, -0.05158, 0.84108]], "forces_ev_per_angstrom": [[-0.5555, -3.0921, 1.3177], [0.5821, -0.5953, 1.0006], [-0.4232, 0.9434, -2.6483], [1.3318, 0.9257, 0.7774], [-0.2326, -0.3724, -0.1087], [-0.4119, 0.2106, -0.4379], [0.5588, 0.9598, -1.0811], [-0.3169, 1.0382, 0.2237], [0.9567, 0.4881, 0.2428], [-0.6886, 0.1932, 0.4034], [0.2080, 0.0372, -0.0466], [-0.2548, 0.0898, 0.0186], [-0.0334, -0.0524, -0.1247], [0.3101, -0.3522, -0.3948], [-1.0415, -0.8579, 0.5128], [0.0109, 0.4362, 0.3451]], "total_energy_ev": -12930.4018, "fmax_ev_per_a": 3.407, "charge": 0, "relative_energy_kcal_mol": 41.1, "smiles": "C/N=C/C(C)=O.O=C=O", "gap_ev": 9.9, "e_homo_ev": -9.87}

No. 5
{"formula": "C2H13N2O4", "method": "ωB97M-V/def2-TZVPD", "species": ["N", "C", "C", "N", "O", "H", "H", "H", "H", "H", "H", "H", "H", "H", "O", "H", "H", "O", "H", "H", "O"], "positions_angstrom": [[-0.17596, 0.79666, -0.09530], [-0.56877, -0.58293, 0.19610], [-1.86962, -0.76872, -0.66436], [-2.50630, -1.93276, -0.71502], [-2.23481, 0.21590, -1.30275], [-0.85878, 1.05968, -0.86084], [-0.31431, 1.38361, 0.71588], [0.83315, 0.85848, -0.20957], [-0.86657, -0.78665, 1.21526], [0.01515, -1.34878, -0.28934], [-2.35920, -2.68464, -0.05940], [-3.43098, -1.92368, -1.08622], [0.21477, 3.86164, 0.70258], [1.65703, 3.69022, 1.22104], [0.85535, 3.20854, 0.99930], [2.49686, 2.14083, -1.76223], [3.32919, 0.83420, -1.84624], [2.45289, 1.18347, -1.69554], [1.46842, -3.64422, 1.46940], [0.73086, -2.80930, 2.46941], [1.13163, -2.75156, 1.59784]], "forces_ev_per_angstrom": [[0.4636, -0.6722, 1.2168], [-2.4921, -1.1979, -1.5422], [-0.0670, 1.4762, 0.1138], [0.0893, -0.6405, 0.7547], [0.0634, -0.2530, -0.0390], [0.3927, 0.2312, -0.2159], [-0.3219, 0.4343, 0.2731], [0.2944, 0.2542, -1.1416], [0.6630, 0.0400, 0.2640], [1.2341, 0.0959, 0.6743], [0.4412, 0.1316, 0.0306], [-0.4739, 0.1369, -0.5737], [0.1093, 0.2592, 0.0777], [-0.0089, 0.0865, 0.0794], [-0.1891, -0.3182, -0.1847], [0.2721, 0.0236, -0.1232], [0.3593, 0.0363, -0.0845], [-0.8102, -0.0732, 0.3890], [0.1687, -0.0147, -0.1758], [-0.0034, 0.1244, 0.1960], [-0.1846, -0.1606, 0.0110]], "total_energy_ev": -13449.6778, "fmax_ev_per_a": 3.166, "charge": 1, "relative_energy_kcal_mol": 11.3, "gap_ev": 11.8, "e_homo_ev": -14.54}

No. 6
{"formula": "C2H3N3O", "method": "ωB97M-V/def2-TZVPD", "species": ["N", "C", "C", "N", "N", "O", "H", "H", "H"], "positions_angstrom": [[-1.42345, 0.10259, 0.21247], [-0.36015, -0.53489, -0.31406], [1.03493, -0.14685, -0.22951], [1.57456, 0.84748, 0.40845], [2.02139, 1.73267, 0.97315], [-0.46956, -1.58183, -0.95390], [-2.30903, -0.33910, 0.02461], [-1.38887, 0.97866, 0.70084], [1.32018, -1.05874, -0.82207]], "forces_ev_per_angstrom": [[-0.1622, 0.0439, 0.0560], [-0.4401, -0.3443, -0.1644], [-0.3377, -0.5042, -0.2532], [0.5336, 0.5055, 0.3284], [-0.6762, -1.3396, -0.8709], [-1.1196, 0.0273, 0.1332], [-0.0210, 0.1951, 0.1123], [0.0893, -0.0447, -0.0352], [2.1341, 1.4609, 0.6937]], "total_energy_ev": -8638.3042, "fmax_ev_per_a": 2.678, "charge": 0, "relative_energy_kcal_mol": 50.5, "gap_ev": 9.2, "e_homo_ev": -9.02}